{
  "formula": "C25H36N5OTc",
  "method": "the ωB97M-V functional and the def2-TZVPD basis",
  "s_squared": 3.794,
  "lumo_ev": [-3.85, -3.68],
  "charge": 1,
  "total_energy_ev": -38198.109,
  "largest_force_ha_per_bohr": 0.02812,
  "spin_multiplicity": 4,
  "homo_lumo_gap_ev": [5.93, 6.40],
  "symbols": ["Tc", "C", "C", "C", "N", "C", "C", "C", "C", "C", "C", "C", "N", "C", "C", "C", "N", "C", "C", "C", "C", "C", "C", "C", "N", "C", "C", "H", "H", "H", "H", "H", "H", "H", "H", "H", "H", "H", "H", "H", "H", "H", "H", "H", "H", "H", "H", "H", "H", "H", "H", "H", "H", "C", "C", "C", "O", "H", "H", "H", "H", "H", "H", "H", "N", "H", "H", "H"],
  "positions_angstrom": [[-0.0075, 0.4741, -0.1388], [3.0493, -0.4601, 2.1001], [1.8264, -1.3647, 2.2472], [0.5817, -0.6697, 2.7983], [-0.3808, -0.1841, 1.7967], [-1.6513, -0.0127, 2.2094], [-2.0130, -0.0118, 3.5691], [-3.2535, 0.0377, 4.1822], [-4.5274, 0.0585, 3.6399], [-4.8417, 0.0694, 2.2924], [-4.0002, 0.1096, 1.1937], [-2.6030, 0.1578, 1.1123], [-1.9807, 0.3200, -0.0536], [-2.6189, 0.3538, -1.3637], [-2.8909, -1.0608, -1.8968], [-1.9276, -2.0626, -1.2569], [-0.5588, -1.5766, -1.1705], [0.3951, -2.0693, -1.9118], [0.1671, -2.8960, -3.0564], [1.0117, -3.7077, -3.7550], [2.3650, -4.0018, -3.5231], [3.1602, -3.4053, -2.5854], [2.8905, -2.3431, -1.7079], [1.7299, -1.6131, -1.4816], [1.6798, -0.5024, -0.7077], [2.8994, 0.2303, -0.3678], [2.9371, 0.6738, 1.0895], [3.9247, -1.0698, 1.8577], [3.2559, -0.0232, 3.0818], [2.0892, -2.1442, 2.9662], [1.5758, -1.8827, 1.3236], [0.8816, 0.1470, 3.4687], [0.0466, -1.3985, 3.4116], [-1.1871, -0.0310, 4.2631], [-3.2093, 0.0458, 5.2655], [-5.3546, 0.0625, 4.3369], [-5.8984, 0.0628, 2.0511], [-4.5073, 0.1176, 0.2373], [-1.9232, 0.8665, -2.0333], [-3.5162, 0.9779, -1.3399], [-2.7798, -1.0526, -2.9827], [-3.9163, -1.3703, -1.6872], [-1.9840, -3.0298, -1.7577], [-2.2536, -2.2399, -0.2271], [-0.8501, -2.8626, -3.4258], [0.5575, -4.2258, -4.5925], [2.8129, -4.7624, -4.1483], [4.1788, -3.7713, -2.5232], [3.7498, -2.0579, -1.1210], [2.9489, 1.1046, -1.0239], [3.7899, -0.3584, -0.5708], [2.0700, 1.3057, 1.3277], [3.7974, 1.3399, 1.2024], [1.7430, 3.5065, -2.5505], [0.9508, 3.2373, -1.2790], [1.6888, 3.7194, -0.0430], [0.7010, 1.8384, -1.2228], [1.8867, 4.5791, -2.6883], [1.2176, 3.1152, -3.4200], [2.7258, 3.0361, -2.4976], [-0.0189, 3.7434, -1.3638], [2.7108, 3.3379, -0.0294], [1.1912, 3.4036, 0.8743], [1.7446, 4.8089, -0.0452], [-1.4173, 3.1080, 0.8310], [-1.0021, 3.9726, 0.4988], [-1.4890, 3.2070, 1.8396], [-2.3702, 3.0937, 0.4821]],
  "lowdin_charge": [1.74, -0.19, -0.18, -0.21, -0.10, -0.23, 0.00, -0.05, -0.07, -0.05, 0.01, -0.24, -0.21, -0.21, -0.14, -0.21, -0.03, -0.22, -0.01, -0.06, -0.08, -0.07, 0.00, -0.21, -0.15, -0.21, -0.21, 0.12, 0.12, 0.12, 0.10, 0.13, 0.12, 0.10, 0.12, 0.11, 0.12, 0.10, 0.10, 0.12, 0.11, 0.11, 0.11, 0.12, 0.10, 0.11, 0.11, 0.11, 0.10, 0.10, 0.10, 0.07, 0.12, -0.05, -0.52, -0.06, -0.38, 0.09, 0.08, 0.08, 0.12, 0.08, 0.05, 0.09, 0.04, 0.02, 0.04, 0.03]
}

=====

{
  "formula": "C25H36N7NaO4Si2",
  "method": "the ωB97M-V functional and the def2-TZVPD basis",
  "lumo_ev": 3.37,
  "charge": -2,
  "total_energy_ev": -65306.732,
  "largest_force_ha_per_bohr": 0.01909,
  "de_lowest_kcal_mol": 22.12,
  "homo_lumo_gap_ev": 3.54,
  "symbols": ["Na", "O", "C", "O", "C", "C", "C", "C", "C", "N", "C", "O", "O", "H", "H", "H", "N", "C", "C", "N", "C", "C", "N", "C", "C", "N", "H", "H", "H", "H", "H", "H", "C", "C", "C", "C", "N", "N", "C", "H", "H", "H", "H", "H", "H", "H", "H", "C", "Si", "C", "C", "C", "Si", "C", "C", "C", "H", "H", "H", "H", "H", "H", "H", "H", "H", "H", "H", "H", "H", "H", "H", "H", "H", "H", "H"],
  "positions_angstrom": [[1.4630, 0.5279, -1.0398], [2.4085, 1.9000, 3.5193], [2.2080, 1.5400, 2.3371], [1.4937, 2.0505, 1.4460], [2.8841, 0.1993, 1.9512], [3.6625, -0.5242, 2.8475], [4.3088, -1.6675, 2.3978], [4.1737, -2.0601, 1.0694], [3.3880, -1.2780, 0.2396], [2.7536, -0.1911, 0.6884], [3.1677, -1.6090, -1.2406], [3.1557, -2.8282, -1.5515], [2.9884, -0.6338, -2.0140], [3.7454, -0.1592, 3.8617], [4.9247, -2.2489, 3.0755], [4.6366, -2.9542, 0.6757], [-0.4033, 4.2140, -3.1177], [-1.4927, 3.5621, -3.6536], [-1.2018, 2.2379, -3.5528], [0.0210, 2.0619, -2.9533], [0.4690, 3.2582, -2.6917], [1.7346, 3.5551, -2.0195], [2.4790, 2.6655, -1.4319], [3.5320, 3.3406, -0.8787], [3.4277, 4.6700, -1.1552], [2.2707, 4.7994, -1.8920], [-0.4015, 5.1772, -2.8372], [-2.3403, 4.0954, -4.0489], [-1.7971, 1.3914, -3.8600], [4.2774, 2.8251, -0.2926], [4.0332, 5.5191, -0.8904], [1.8969, 5.6608, -2.2411], [0.6004, -4.8150, -3.8492], [-0.1139, -3.6676, -3.2086], [-1.4520, -3.3390, -3.1140], [-1.4856, -2.1293, -2.3785], [-0.2560, -1.7504, -2.0570], [0.5561, -2.6887, -2.5830], [-2.6751, -1.3129, -1.9802], [0.0367, -5.7398, -3.7200], [1.5866, -4.9423, -3.3990], [0.7391, -4.6509, -4.9207], [-2.2928, -3.9005, -3.4948], [1.5612, -2.6867, -2.3644], [-3.5836, -1.9171, -2.0291], [-2.8018, -0.4542, -2.6495], [-2.5422, -0.9363, -0.9564], [-2.0138, 2.1848, 3.2827], [-2.4312, 1.2867, 1.6606], [-4.3333, 1.1282, 1.7470], [-2.0336, 2.5495, 0.2991], [-1.6343, -0.2531, 1.2772], [-1.3842, -1.6494, 2.3558], [-0.1508, -2.8730, 1.6148], [-3.0152, -2.5811, 2.6906], [-0.7390, -1.3101, 4.1205], [-2.4694, 3.1823, 3.3543], [-0.9237, 2.2908, 3.3565], [-2.3478, 1.5952, 4.1475], [-4.8331, 2.0474, 2.0875], [-4.5917, 0.3229, 2.4480], [-4.7410, 0.8497, 0.7667], [-2.5636, 3.5053, 0.4122], [-2.2673, 2.1334, -0.6896], [-0.9509, 2.7433, 0.3390], [-0.7779, -0.0523, 0.6198], [-0.3232, -2.9786, 0.5374], [-0.1932, -3.8690, 2.0751], [0.8690, -2.4865, 1.7465], [-3.4016, -3.0315, 1.7679], [-3.7641, -1.8590, 3.0443], [-2.9199, -3.3689, 3.4529], [0.0461, -0.5442, 4.0760], [-0.3163, -2.2054, 4.6002], [-1.5397, -0.9238, 4.7666]],
  "lowdin_charge": [0.30, -0.07, -0.66, -0.05, -0.17, -0.02, -0.08, -0.03, -0.18, 0.14, -0.63, -0.06, -0.06, 0.10, 0.09, 0.10, 0.09, -0.10, -0.13, 0.15, -0.27, -0.26, 0.13, -0.10, -0.09, 0.09, 0.14, 0.10, 0.09, 0.12, 0.10, 0.14, -0.03, -0.32, -0.02, -0.36, 0.11, 0.05, -0.04, 0.07, 0.08, 0.07, 0.09, 0.10, 0.06, 0.05, 0.04, -0.20, 0.31, -0.22, -0.20, -0.37, 0.32, -0.18, -0.22, -0.21, 0.01, 0.02, 0.01, 0.00, 0.00, 0.01, 0.01, 0.00, 0.01, -0.03, 0.01, 0.01, 0.01, 0.01, 0.00, 0.01, 0.02, 0.01, 0.01]
}

=====

{
  "formula": "C25H36N7NaO4Si2",
  "method": "the ωB97M-V functional and the def2-TZVPD basis",
  "lumo_ev": 3.54,
  "charge": -2,
  "total_energy_ev": -65307.106,
  "largest_force_ha_per_bohr": 0.01054,
  "de_lowest_kcal_mol": 13.49,
  "homo_lumo_gap_ev": 4.32,
  "symbols": ["Na", "O", "C", "O", "C", "C", "C", "C", "C", "N", "C", "O", "O", "H", "H", "H", "N", "C", "C", "N", "C", "C", "N", "C", "C", "N", "H", "H", "H", "H", "H", "H", "C", "C", "C", "C", "N", "N", "C", "H", "H", "H", "H", "H", "H", "H", "H", "C", "Si", "C", "C", "C", "Si", "C", "C", "C", "H", "H", "H", "H", "H", "H", "H", "H", "H", "H", "H", "H", "H", "H", "H", "H", "H", "H", "H"],
  "positions_angstrom": [[0.6050, 0.1633, -1.2007], [-2.0960, -2.4463, -3.7910], [-1.2895, -1.8125, -3.0842], [-1.4924, -0.8411, -2.3184], [0.1829, -2.2853, -3.1775], [0.5657, -3.5019, -3.7331], [1.9162, -3.8215, -3.7522], [2.8506, -2.9222, -3.2547], [2.3841, -1.7203, -2.7359], [1.0877, -1.4452, -2.6966], [3.3361, -0.6465, -2.1627], [4.5462, -0.8195, -2.3794], [2.7797, 0.2979, -1.5432], [-0.2006, -4.1576, -4.1224], [2.2422, -4.7743, -4.1585], [3.9144, -3.1134, -3.2568], [-0.7542, 3.5090, 1.7633], [-0.0567, 3.0257, 2.8475], [0.7652, 2.0637, 2.3532], [0.5984, 1.9447, 0.9965], [-0.3308, 2.8121, 0.6724], [-0.8799, 2.9378, -0.6681], [-0.4272, 2.2591, -1.6923], [-1.2674, 2.5323, -2.7359], [-2.2355, 3.4029, -2.3407], [-1.9763, 3.6688, -1.0113], [-1.5363, 4.1359, 1.8111], [-0.2395, 3.3763, 3.8465], [1.4365, 1.4159, 2.8900], [-1.1524, 2.0372, -3.6842], [-3.0855, 3.8221, -2.8480], [-2.5894, 4.1613, -0.3880], [4.7115, 1.6452, 2.2099], [4.0709, 0.3037, 2.1013], [4.3993, -0.9283, 2.6266], [3.4442, -1.8191, 2.0884], [2.6001, -1.1789, 1.2946], [2.9825, 0.1029, 1.3421], [3.3140, -3.2877, 2.3244], [5.5313, 1.6128, 2.9270], [3.9979, 2.4043, 2.5399], [5.1106, 1.9587, 1.2433], [5.2166, -1.1554, 3.2916], [2.5490, 0.7667, 0.7131], [4.2410, -3.6931, 2.7333], [3.0874, -3.8033, 1.3914], [2.5048, -3.5013, 3.0251], [-3.0955, 1.5104, 4.4544], [-3.2355, 0.2052, 3.0423], [-4.8196, -0.7156, 3.5903], [-3.7522, 1.2629, 1.5368], [-1.8262, -0.8188, 2.6939], [-1.1816, -2.2842, 3.4961], [-0.4312, -3.4962, 2.2481], [-2.4741, -3.2678, 4.5036], [0.2112, -2.0132, 4.7873], [-4.0315, 2.0529, 4.6285], [-2.3075, 2.2316, 4.2241], [-2.8106, 1.0126, 5.3865], [-5.6592, -0.0227, 3.7174], [-4.6636, -1.2295, 4.5425], [-5.0980, -1.4710, 2.8523], [-4.7664, 1.6589, 1.6485], [-3.6998, 0.6778, 0.6169], [-3.0672, 2.1106, 1.4287], [-1.2912, -0.6032, 1.7631], [-1.1860, -3.7956, 1.5179], [-0.0237, -4.3963, 2.7207], [0.3740, -3.0050, 1.6954], [-3.3171, -3.5651, 3.8761], [-2.8702, -2.6686, 5.3293], [-2.0239, -4.1686, 4.9332], [1.0253, -1.4374, 4.3362], [0.6252, -2.9491, 5.1796], [-0.1745, -1.4302, 5.6299]],
  "lowdin_charge": [0.35, -0.06, -0.66, -0.06, -0.17, -0.02, -0.08, -0.02, -0.17, 0.12, -0.64, -0.04, -0.10, 0.10, 0.09, 0.10, 0.10, -0.10, -0.12, 0.14, -0.27, -0.27, 0.12, -0.11, -0.09, 0.10, 0.14, 0.10, 0.10, 0.11, 0.10, 0.14, -0.03, -0.32, -0.01, -0.36, 0.12, 0.02, -0.05, 0.07, 0.06, 0.08, 0.09, 0.10, 0.06, 0.08, 0.05, -0.22, 0.33, -0.22, -0.19, -0.36, 0.33, -0.20, -0.22, -0.22, 0.00, -0.03, 0.01, 0.00, 0.00, 0.02, 0.01, 0.03, -0.02, -0.04, 0.02, 0.01, 0.00, 0.01, 0.00, 0.01, 0.00, 0.00, 0.00]
}

=====

{
  "formula": "C25H37BBr42N3O3",
  "method": "the ωB97M-V functional and the def2-TZVPD basis",
  "lumo_ev": 0.91,
  "charge": -1,
  "total_energy_ev": -2979589.767,
  "largest_force_ha_per_bohr": 0.14001,
  "homo_lumo_gap_ev": 5.50,
  "symbols": ["C", "C", "N", "C", "C", "C", "O", "B", "C", "N", "O", "C", "C", "C", "N", "C", "C", "O", "H", "H", "H", "H", "H", "H", "H", "H", "H", "H", "H", "H", "H", "H", "H", "H", "H", "H", "H", "H", "H", "H", "H", "C", "Br", "Br", "Br", "H", "C", "Br", "Br", "Br", "H", "C", "Br", "Br", "Br", "H", "C", "Br", "Br", "Br", "H", "C", "Br", "Br", "Br", "H", "C", "Br", "Br", "Br", "H", "C", "Br", "Br", "Br", "H", "C", "Br", "Br", "Br", "H", "C", "Br", "Br", "Br", "H", "C", "Br", "Br", "Br", "H", "C", "Br", "Br", "Br", "H", "C", "Br", "Br", "Br", "H", "C", "Br", "Br", "Br", "H", "C", "Br", "Br", "Br", "H"],
  "positions_angstrom": [[-1.9156, -3.8398, -1.5503], [-2.0631, -3.8919, 0.0826], [-2.9754, -2.8438, 0.6799], [-2.5538, -1.4313, 0.3419], [-0.9403, -1.1481, 0.4199], [-0.7539, 0.3164, 1.2053], [-1.5428, 1.2445, 0.3798], [-0.8227, 2.2248, -0.4559], [-1.0265, 1.6443, -1.9813], [-2.4674, 1.2719, -2.3151], [0.5539, 2.1836, 0.1428], [0.7283, 1.0573, 1.0884], [0.7958, 1.8768, 2.5417], [1.6024, 3.3104, 2.4265], [0.9011, 4.4648, 2.1727], [-4.4306, -3.0565, 0.3157], [-5.5380, -1.9757, 0.9425], [-4.9276, -4.0494, -0.4266], [-2.5445, -4.7508, -1.9927], [-0.7928, -4.0658, -1.8665], [-2.3464, -2.8773, -2.0569], [-2.5638, -4.9467, 0.3351], [-0.9862, -3.9351, 0.5387], [-3.0518, -0.7319, 1.1719], [-2.9944, -1.0543, -0.6853], [-0.3298, -1.9189, 1.0559], [-0.5470, -0.9827, -0.6698], [-1.1169, 0.0965, 2.3148], [-1.3555, 3.2800, -0.5029], [-0.7078, 2.4521, -2.7888], [-0.2954, 0.7163, -2.1288], [-3.1400, 2.0053, -1.9815], [-2.5461, 1.1761, -3.3593], [1.6846, 0.3825, 0.9999], [-0.3341, 2.1368, 2.7999], [1.1974, 1.1837, 3.4143], [2.7658, 3.4123, 2.5780], [1.5389, 5.2956, 2.1297], [-5.0546, -1.5368, 1.9287], [-6.5575, -2.5374, 1.1579], [-5.7926, -1.1060, 0.1924], [1.2969, -2.4702, -3.9594], [3.1609, -2.1963, -3.4752], [0.6771, -4.2494, -3.4751], [0.1479, -1.0801, -3.2305], [1.2358, -2.3963, -5.0502], [-2.1937, -7.1962, 3.2922], [-0.9788, -6.1029, 4.3471], [-3.3272, -8.3086, 4.4156], [-3.2363, -6.1247, 2.0477], [-1.5759, -7.8725, 2.6922], [0.0258, 7.3657, 4.4507], [0.2784, 8.6099, 2.9768], [1.6478, 7.1512, 5.5030], [-1.4964, 7.8555, 5.5585], [-0.2007, 6.3894, 4.0096], [-6.0256, 4.2116, -1.7924], [-6.2052, 2.9771, -3.2850], [-4.2784, 4.0768, -0.9477], [-6.4396, 6.0400, -2.3114], [-6.7669, 3.9164, -1.0424], [0.8978, -10.0233, 5.6495], [0.7587, -9.7484, 3.7288], [2.0856, -8.7271, 6.4821], [-0.8492, -10.0579, 6.5042], [1.3468, -11.0108, 5.7994], [0.9653, 9.5170, -1.1100], [2.8294, 9.7910, -0.6257], [0.3455, 7.7378, -0.6256], [-0.1837, 10.9072, -0.3811], [0.9043, 9.5909, -2.2007], [2.8293, 0.0188, -7.0644], [2.3295, 1.3909, -5.7792], [4.4398, -0.9283, -6.5227], [1.3593, -1.2021, -7.4283], [3.0603, 0.5304, -8.0046], [3.5601, 7.1156, -3.7306], [3.0770, 5.4952, -2.7688], [5.3665, 7.0213, -4.4462], [2.2581, 7.5556, -5.1073], [3.5464, 7.9347, -3.0039], [0.9344, 12.2648, 5.3355], [0.2604, 12.2205, 3.5112], [-0.4534, 11.8388, 6.6304], [2.5017, 11.1339, 5.5558], [1.2520, 13.2937, 5.5341], [-1.6003, -10.1296, 0.1018], [-1.1839, -11.4331, -1.2809], [-2.4846, -10.9504, 1.6277], [-0.0296, -9.1138, 0.6355], [-2.3091, -9.4174, -0.3334], [3.3777, -4.4707, -8.6275], [2.7038, -4.5150, -10.4518], [1.9899, -4.8967, -7.3326], [4.9451, -5.6016, -8.4073], [3.6953, -3.4418, -8.4289], [0.8306, -5.1279, 8.9133], [0.0697, -6.8248, 9.4842], [1.0753, -5.0567, 6.9847], [-0.2018, -3.6149, 9.5684], [1.8255, -5.0557, 9.3647], [2.1097, -2.2708, 4.1951], [2.4519, -3.4875, 2.7163], [2.9937, -0.5566, 3.9416], [0.2057, -2.0604, 4.5335], [2.5453, -2.7258, 5.0908], [5.8542, 3.5966, -7.5489], [5.0785, 3.8904, -5.7893], [7.3920, 2.4077, -7.4726], [4.5271, 2.9821, -8.8315], [6.2173, 4.5666, -7.9041]],
  "lowdin_charge": [-0.15, -0.28, -0.11, -0.17, -0.09, -0.23, -0.10, -0.78, -0.25, -0.05, -0.09, -0.19, -0.15, -0.16, 0.04, -0.31, -0.04, -0.08, 0.08, -0.08, 0.08, -0.04, 0.11, 0.13, 0.13, 0.10, 0.06, 0.13, 0.07, 0.10, -0.05, -0.04, 0.05, 0.14, 0.13, 0.01, 0.11, 0.02, 0.08, 0.09, 0.09, -1.54, 0.54, 0.64, 0.73, -0.12, -1.57, 0.52, 0.51, 0.72, -0.11, -1.58, 0.50, 0.53, 0.55, -0.04, -1.60, 0.55, 0.65, 0.53, -0.03, -1.56, 0.53, 0.54, 0.54, -0.02, -1.59, 0.56, 0.56, 0.54, -0.03, -1.56, 0.56, 0.54, 0.60, -0.07, -1.59, 0.57, 0.52, 0.55, -0.07, -1.59, 0.52, 0.54, 0.54, -0.03, -1.57, 0.56, 0.56, 0.55, -0.02, -1.61, 0.54, 0.54, 0.55, -0.07, -1.58, 0.55, 0.51, 0.56, -0.02, -1.58, 0.55, 0.62, 0.55, -0.05, -1.57, 0.51, 0.55, 0.58, -0.02]
}